[1]
Computed, not measured: C36H29BrGeN4OReS as an isolated structure, with wB97M-V/def2-TZVPD.

Structure (XYZ):
```
74
Properties=species:S:1:pos:R:3:forces:R:3:lowdin_charge:R:1
Re -0.33847 -0.20206 0.05857 0.634 -0.186 0.431 1.34
Br 3.44457 -4.65032 3.90322 0.178 -0.251 0.171 0.95
Ge 0.03257 -3.93143 0.04378 0.296 0.174 -0.131 0.99
S -1.70851 0.32054 -1.79160 -0.293 -0.127 0.056 0.73
O 1.57127 -0.18366 0.28162 0.275 0.155 -0.209 -0.21
N -0.31045 0.14783 1.98541 -1.494 0.458 -0.318 -0.09
N -3.25988 -0.77753 -3.59549 0.099 0.033 -0.009 0.16
N -0.49214 2.04189 0.24638 -0.165 0.859 -0.061 -0.07
N -3.01427 -2.05342 -1.71130 -0.130 -0.257 0.219 0.18
C -2.12434 -5.39086 -1.16879 -0.035 0.024 -0.146 -0.09
C -1.46297 4.60407 0.78114 -0.051 0.093 0.039 0.06
C -1.01370 2.35654 1.47818 0.323 -0.088 -0.577 -0.17
C -2.62013 -5.45844 -3.52729 -0.002 0.015 0.031 -0.05
C -2.73082 -0.98814 -2.40695 0.207 0.302 -0.275 -0.75
C -1.52805 -4.63202 -3.78604 -0.031 0.022 0.056 -0.07
C -2.92165 -5.83319 -2.22363 0.059 0.038 0.028 -0.05
C -1.45829 -4.35570 3.93150 0.013 -0.021 -0.028 -0.05
C -1.27441 -5.71206 4.17346 0.007 0.021 0.000 -0.04
C 2.86171 -2.12432 0.57485 0.227 -0.032 -0.292 0.03
C 3.21501 -6.09526 -1.73043 -0.123 0.009 -0.045 0.09
C 0.39404 -0.61354 2.84120 0.482 -0.365 0.071 -0.06
C -0.41835 3.01499 -0.66032 0.073 -0.310 0.214 -0.12
C -0.74444 -4.17716 -2.73507 -0.144 -0.021 0.009 -0.15
C -1.51929 3.61797 1.78888 -0.133 0.253 0.129 -0.12
C 1.87820 -4.63448 -0.32595 0.203 -0.099 0.038 -0.12
C -1.06126 -3.80811 2.71949 -0.052 -0.190 -0.022 -0.11
C 3.32812 -3.28829 1.38984 0.078 -0.092 -0.026 -0.25
C 4.20627 -5.37880 0.28246 0.048 -0.034 0.083 0.07
C 1.42195 -1.39888 2.37423 -0.381 0.571 0.373 -0.11
C -1.96953 2.84818 4.03102 0.068 -0.217 0.002 -0.01
C -0.27164 -1.94872 0.01083 -0.346 -0.275 0.292 -0.27
C 2.01208 -5.40606 -1.44524 0.227 -0.030 -0.054 -0.04
C 2.84408 -3.27464 2.80959 -0.080 0.124 -0.234 -0.62
C 4.30807 -6.10320 -0.86491 0.005 -0.018 -0.089 0.01
C -0.46843 -4.61372 1.74442 -0.232 -0.058 0.504 -0.31
C -1.41787 1.58345 3.71083 -0.270 0.009 0.379 0.03
C 1.96754 -1.24927 1.02290 0.386 -0.340 0.196 -0.39
C -0.88914 4.30887 -0.42681 -0.002 0.053 -0.061 0.00
C 2.99566 -4.64498 0.65397 -0.170 0.157 -0.027 -0.27
C -0.70088 -6.52562 3.20483 0.008 0.032 -0.044 -0.05
C -2.01720 3.84312 3.09937 -0.004 0.081 -0.115 0.03
C 2.01662 -2.34704 3.28325 0.066 0.128 -0.087 -0.06
C -0.29914 -5.97948 1.99247 0.054 0.057 0.086 -0.11
C -0.96249 1.34816 2.45046 0.478 -0.460 -0.211 -0.18
C -1.02990 -4.56163 -1.41820 -0.320 -0.047 -0.351 -0.34
H -2.42111 4.81510 3.35257 0.012 -0.007 -0.014 0.14
H 0.09769 -3.52513 -2.95051 -0.008 0.004 0.003 0.11
H -0.80281 5.05229 -1.20665 0.013 -0.010 0.019 0.13
H -2.57916 -2.18251 -0.81364 -0.007 -0.035 0.062 0.07
H -1.39116 0.81248 4.47080 0.019 0.058 0.013 0.13
H -1.23208 -2.75537 2.52726 0.005 0.031 0.008 0.08
H -1.86041 5.59306 0.97722 0.037 -0.013 0.009 0.14
H 2.57853 -5.31825 1.45171 0.072 0.003 -0.037 0.16
H -2.34234 3.02211 5.03052 0.007 -0.028 0.002 0.13
H 0.21211 -0.53215 3.90607 -0.120 -0.073 -0.032 0.14
H -3.02942 0.05515 -4.11700 -0.013 -0.022 0.001 0.13
H -1.59111 -6.13919 5.11584 0.008 0.005 -0.007 0.12
H 5.03379 -5.34890 0.98457 -0.027 -0.009 0.014 0.15
H -1.92421 -3.73347 4.68513 0.003 -0.007 -0.014 0.12
H 0.04160 2.76244 -1.60844 -0.059 -0.015 -0.023 0.12
H 3.29529 -1.97830 -0.40922 0.050 -0.013 0.047 0.16
H 0.13756 -6.63095 1.23999 -0.016 0.005 0.004 0.11
H 3.28627 -6.64343 -2.66467 -0.037 -0.012 0.029 0.14
H 1.20296 -5.49214 -2.15488 0.009 -0.049 -0.033 0.09
H -3.91510 -1.42259 -4.01389 -0.034 0.012 0.007 0.15
H 4.42058 -3.23777 1.44864 0.006 -0.008 -0.013 0.16
H -1.28589 -4.35505 -4.80461 -0.010 -0.004 0.013 0.12
H 1.70976 -2.35550 4.32120 -0.054 0.024 -0.023 0.13
H -0.57652 -7.58450 3.38991 0.009 0.015 0.000 0.12
H -3.22833 -5.82136 -4.34614 0.013 -0.004 0.008 0.12
H -3.60382 -2.79840 -2.06240 0.072 0.003 -0.022 0.14
H 5.20808 -6.64885 -1.11133 -0.001 -0.005 -0.003 0.14
H -2.35970 -5.70042 -0.15636 0.004 -0.005 -0.009 0.11
H -3.76333 -6.48496 -2.02738 0.009 0.009 -0.005 0.12
```
Forces are in eV/Å.

Its orbital gap (spin up / spin down) is 5.64 / 5.64 eV. As for the multiplicity: 1. As for the calculated total energy: -6809.919131 Ha. The calculation puts the lowest unoccupied orbital energy (spin up / spin down) at -0.366 / -0.366 hartree. As for the net charge: +3. For the HOMO energy (spin up / spin down), the calculation gives -15.58 / -15.58 eV.


[2]
Computed, not measured: C36H29CaN3O7P4Se2 as an isolated structure, with wB97M-V/def2-TZVPD.

Structure (XYZ):
```
82
Properties=species:S:1:pos:R:3:forces:R:3:lowdin_charge:R:1
Se 1.97237 -1.62164 -1.42073 -0.048 0.064 0.093 0.33
Se -4.59295 2.11916 0.96785 0.122 -0.137 -0.035 0.21
Ca 3.29739 1.21861 1.04126 -1.403 1.782 -0.841 1.29
P 0.05854 -1.47591 -0.54022 -0.051 -0.096 -0.237 0.55
P 3.86695 -0.34913 3.46298 0.388 0.053 -0.484 0.79
P 5.74003 -1.05059 1.08961 -0.465 0.639 -0.068 0.15
P -3.34212 0.60179 0.18201 -0.032 -0.021 0.039 0.51
O 4.91627 -2.36963 0.59030 0.017 -0.206 -0.067 -0.19
O 4.32176 1.21069 3.14032 0.004 -0.285 0.342 -0.48
O 7.18076 -1.29418 0.87665 0.073 0.028 0.225 -0.32
O 2.92327 1.28115 3.67511 -0.079 -0.150 -0.249 -0.39
O 2.78482 -0.70695 2.16407 0.704 -0.269 0.558 -0.43
O 5.28140 -0.98997 2.62903 -0.036 -0.351 0.243 -0.45
O 5.03570 0.12845 0.42080 0.768 -0.873 -0.022 -0.50
N -1.18754 2.12729 0.64119 0.265 -0.062 -0.057 -0.01
N 0.61399 0.97274 0.25568 0.368 0.610 0.084 -0.07
N 0.13051 2.13817 0.66516 -0.253 -0.155 0.140 -0.04
C -3.50380 -1.99935 3.28750 -0.025 0.041 0.021 -0.09
C -3.02944 0.71091 -2.57350 -0.096 0.094 -0.047 -0.08
C -5.49853 -0.43455 -3.12184 0.023 0.026 -0.075 -0.09
C 3.17638 5.70757 -1.93030 0.019 0.028 0.037 -0.09
C -2.17601 -3.03332 -1.32168 1.019 -0.581 -0.565 -0.14
C -0.06653 -2.48497 0.96112 0.051 0.037 0.085 -0.34
C 0.18515 -4.61825 2.05081 -0.024 0.012 0.031 -0.09
C -3.47289 0.60750 -3.88647 -0.102 0.154 0.060 -0.10
C -3.82136 0.24727 -1.53172 -0.029 0.045 -0.073 -0.35
C -1.21654 -2.09766 -1.68697 0.014 -0.156 -0.025 -0.32
C -0.41839 0.18348 -0.07348 0.216 -0.460 0.067 -0.46
C -0.11610 -2.62670 3.36289 0.000 0.012 -0.015 -0.08
C -2.08583 -2.12090 -3.93494 0.119 -0.122 -0.034 -0.10
C -1.58032 0.91379 0.19185 -0.314 0.356 0.096 -0.46
C -3.68733 -3.24341 2.69199 0.001 -0.018 -0.065 -0.08
C -3.09023 -3.51092 -2.25555 0.243 -0.125 -0.283 -0.09
C 4.57567 4.69946 1.36461 0.018 -0.010 0.050 -0.05
C 5.18476 5.85295 1.77448 -0.004 0.076 -0.060 -0.12
C -5.06787 -0.31465 -1.81285 0.022 -0.010 0.013 -0.10
C 0.05977 -3.99680 3.29059 0.002 -0.014 -0.031 -0.09
C 5.13691 7.00482 0.95488 0.005 -0.039 0.051 -0.13
C -3.71025 -2.19109 0.53046 -0.895 0.607 0.463 -0.13
C 3.84847 5.76340 -0.68480 -0.015 0.073 -0.096 -0.20
C 3.25617 3.35164 -0.24993 0.214 0.443 -0.088 -0.17
C -0.18200 -1.86870 2.19971 -0.055 -0.003 0.009 -0.08
C -3.04631 -3.05481 -3.56208 0.025 -0.009 0.072 -0.08
C 3.88194 4.59538 0.12557 0.035 -0.096 0.093 -0.22
C 4.48292 6.95438 -0.24255 -0.025 -0.034 -0.026 -0.08
C -1.17604 -1.64869 -3.00731 0.051 -0.153 -0.003 -0.12
C -3.52737 -0.94797 1.11953 -0.033 -0.119 0.056 -0.32
C -4.70069 0.03137 -4.16276 -0.047 0.066 0.044 -0.10
C -3.79145 -3.33754 1.31514 -0.164 0.127 0.277 -0.08
C -3.42507 -0.85979 2.50926 0.001 -0.014 0.027 -0.10
C 0.13695 -3.86456 0.89296 -0.006 0.002 -0.040 -0.10
C 2.57930 4.54067 -2.31410 0.018 -0.016 0.052 -0.12
C 2.62634 3.39760 -1.48005 -0.103 -0.102 -0.064 -0.19
H -3.75839 -3.42211 -4.29130 -0.007 0.007 0.003 0.10
H -3.77205 -2.27717 -0.54642 -0.644 0.453 0.680 0.06
H -3.73583 -4.13586 3.30379 0.005 -0.001 -0.003 0.10
H 2.10779 2.51162 -1.84804 0.014 -0.004 0.005 0.06
H -3.41215 -1.92056 4.36358 0.013 -0.010 -0.004 0.10
H -5.71064 -0.62999 -0.99999 0.011 -0.007 0.030 0.11
H 3.14390 6.59482 -2.55617 -0.001 -0.005 -0.004 0.09
H 0.29203 -4.33918 -0.06883 -0.010 0.019 -0.027 0.11
H -0.18596 -2.13406 4.32423 0.007 0.006 -0.001 0.11
H -2.22422 -3.38588 -0.29983 0.583 -0.220 -0.558 0.07
H -2.04618 -1.75906 -4.95494 -0.018 -0.014 0.019 0.10
H 5.54688 -2.99219 0.21327 -0.075 0.065 0.048 0.06
H 4.43577 7.83241 -0.88096 0.006 0.002 0.001 0.09
H 3.29186 -1.09143 1.42686 -0.340 -0.839 0.150 -0.03
H 5.70275 5.88492 2.72598 0.000 0.010 0.001 0.09
H -3.28590 0.11151 2.96913 -0.005 0.012 -0.003 0.09
H 5.61518 7.92333 1.27822 0.005 -0.006 0.006 0.08
H 0.12083 -4.58425 4.19871 0.004 -0.003 0.003 0.10
H 0.34757 -5.68735 1.99059 0.003 -0.004 0.005 0.10
H -3.92175 -4.30393 0.84292 -0.009 -0.051 -0.004 0.11
H -3.83648 -4.23624 -1.95401 -0.037 -0.024 0.001 0.11
H -0.29776 -0.79351 2.25614 0.022 -0.023 0.030 0.11
H -0.41233 -0.93819 -3.30152 0.024 -0.008 0.017 0.10
H -2.84926 0.97641 -4.69118 0.007 -0.001 -0.004 0.11
H -2.06804 1.15995 -2.35408 -0.006 0.004 -0.008 0.11
H -5.04225 -0.05245 -5.18744 -0.007 -0.007 -0.007 0.10
H 2.05843 4.49052 -3.26659 -0.004 -0.008 0.000 0.08
H 4.61929 3.82698 2.00900 -0.038 -0.030 -0.048 0.09
H -6.46466 -0.87665 -3.33261 -0.002 -0.005 -0.003 0.10
```
Forces are in eV/Å.

Its orbital gap is 6.23 eV. The value obtained for the energy above the lowest of the compared OMol25 structures with the same formula, charge and spin is 171.37 kcal/mol. As for the multiplicity: 1. As for the calculated total energy: -8926.404062 Ha. The calculation puts the lowest unoccupied orbital energy at 0.134 hartree. As for the net charge: -2. For the HOMO energy, the calculation gives -2.58 eV.


[3]
Computed, not measured: C36H29FN5O3S2Zn as an isolated structure, with wB97M-V/def2-TZVPD.

Structure (XYZ):
```
77
Properties=species:S:1:pos:R:3:forces:R:3:lowdin_charge:R:1
Zn 0.18450 0.05208 0.13665 -0.175 -0.084 -0.086 0.65
S 0.34363 4.74768 -0.07527 -0.073 0.029 -0.009 1.10
S -0.34838 -2.86204 1.05471 -0.096 0.026 0.089 1.09
F -6.19351 0.17797 -2.47202 -0.009 0.005 0.004 0.08
O 0.05716 0.17569 2.05336 0.029 -0.031 0.275 -0.11
O -0.88684 -0.25389 4.02064 0.028 -0.029 -0.066 0.04
O -1.85716 0.32166 -0.13728 -0.025 0.136 0.009 -0.08
N 3.99809 1.63436 -0.10446 0.126 0.056 0.017 0.20
N 0.37344 2.22423 -0.24458 0.174 -0.020 -0.035 0.00
N 0.01426 -1.94765 -0.20025 0.029 -0.256 -0.048 -0.33
N 2.24923 0.29207 -0.27722 0.048 0.041 0.164 0.13
N -4.66701 -0.21776 2.78120 -0.062 0.015 0.010 0.03
C -6.43956 -0.18732 1.11045 -0.071 -0.021 0.049 -0.12
C -2.67372 0.14538 0.80589 0.064 -0.101 0.142 -0.29
C -2.68327 -3.26442 -0.28939 -0.045 -0.008 0.003 -0.08
C -0.95117 -0.04345 2.81964 -0.013 0.140 -0.070 -0.62
C 1.74921 -4.03592 2.27703 0.016 -0.009 0.066 -0.07
C 2.82597 -4.91089 2.35949 0.019 -0.019 -0.020 -0.06
C 5.95462 -1.51638 -0.07041 -0.019 0.002 0.013 -0.07
C -1.80276 -3.82100 0.62671 0.054 0.040 -0.092 -0.38
C -2.08212 -5.02442 1.26231 -0.001 0.012 0.040 -0.07
C -7.49046 -0.39982 2.17138 0.057 -0.021 -0.003 -0.12
C -5.66214 -0.26782 3.87700 -0.032 0.063 -0.017 -0.30
C 3.03013 -5.85322 1.36203 -0.040 0.026 -0.004 -0.06
C -0.43705 3.23534 -0.20609 0.046 0.055 -0.019 -0.40
C -4.48222 0.17068 -0.87610 0.105 0.017 -0.028 0.07
C 3.55763 -1.87689 -0.25309 -0.074 -0.046 -0.011 0.00
C -3.85689 -3.94336 -0.59447 0.002 0.002 0.023 -0.06
C 2.65512 1.53593 -0.18315 -0.059 -0.013 -0.121 -0.24
C 5.81085 -0.14391 -0.04625 0.042 0.015 -0.005 -0.01
C -2.34400 -0.01943 2.18703 0.035 -0.023 -0.143 -0.02
C 1.86259 3.96945 -0.06819 0.063 0.148 0.014 -0.31
C -5.80626 0.09277 -1.18911 -0.020 -0.011 -0.013 -0.26
C -4.13783 -5.15759 0.01600 -0.001 0.016 0.001 -0.07
C -6.78640 -0.08648 -0.21695 -0.078 -0.021 0.023 0.06
C 0.88872 -4.13301 1.19501 -0.026 0.062 -0.086 -0.42
C -5.07355 -0.10737 1.45638 -0.008 0.001 0.079 -0.07
C -3.25469 -5.69355 0.94669 -0.006 0.014 0.000 -0.06
C -3.37034 -0.17556 3.08547 -0.050 -0.063 -0.021 0.04
C -6.87903 -1.04778 3.40664 0.002 -0.015 -0.093 -0.13
C 1.68595 2.62955 -0.16422 -0.080 -0.219 -0.038 -0.29
C 4.51184 0.34397 -0.12531 -0.017 0.080 0.037 -0.17
C 2.15763 -5.93709 0.27866 0.017 -0.002 -0.002 -0.06
C 1.07966 -5.07284 0.18878 0.039 -0.084 0.013 -0.08
C -5.98518 1.14500 4.34939 0.028 0.003 -0.030 -0.02
C 4.84319 -2.37038 -0.17156 -0.003 0.020 -0.009 -0.07
C -4.09972 0.06959 0.46865 0.071 0.051 0.030 -0.05
C 3.39887 -0.49155 -0.22695 -0.131 -0.043 -0.040 -0.18
H -7.94906 0.55745 2.43176 0.001 0.004 0.000 0.12
H -3.72558 0.30688 -1.63655 -0.034 -0.006 0.011 0.13
H -1.39474 -5.43830 1.99049 -0.004 -0.002 -0.042 0.12
H -5.18607 -0.81479 4.68914 0.063 -0.033 0.006 0.15
H 4.52728 2.48517 -0.02609 0.005 0.003 0.009 0.17
H 2.31765 -6.67883 -0.49390 0.009 0.024 0.033 0.11
H 6.94608 -1.94458 -0.00345 -0.021 0.006 -0.016 0.11
H 5.00168 -3.44116 -0.18443 -0.003 0.024 0.003 0.10
H 2.77834 4.53437 0.01024 -0.039 -0.038 -0.006 0.09
H -6.74344 1.11470 5.13297 0.017 0.002 -0.018 0.09
H -2.45207 -2.31128 -0.75128 0.010 -0.039 -0.008 0.10
H -1.51300 3.13887 -0.25415 0.057 -0.034 0.018 0.10
H 0.11350 -2.48575 -1.05681 0.011 0.079 -0.010 0.04
H 0.39305 -5.13802 -0.64829 0.007 0.020 0.033 0.12
H -3.47746 -6.63790 1.42672 0.008 0.024 -0.015 0.11
H -6.35670 1.76151 3.52904 0.000 -0.008 0.033 0.09
H -5.09314 1.62463 4.75431 -0.024 -0.002 -0.010 0.09
H 3.87300 -6.52975 1.42515 -0.025 0.004 0.003 0.11
H -6.57419 -2.06983 3.16706 -0.007 -0.001 0.033 0.13
H -7.60222 -1.10089 4.21948 -0.017 0.002 0.002 0.13
H -5.04704 -5.69068 -0.23300 0.028 0.024 0.016 0.11
H -4.54973 -3.52000 -1.31148 0.029 -0.009 0.015 0.11
H 3.50517 -4.84950 3.19982 -0.014 -0.003 -0.021 0.11
H 6.66687 0.51359 0.03523 -0.026 -0.021 -0.001 0.12
H -3.10588 -0.28122 4.13100 -0.013 0.013 0.001 0.15
H -8.28773 -1.02573 1.77128 -0.012 0.005 -0.016 0.12
H -7.82525 -0.15480 -0.51851 0.041 0.003 -0.006 0.14
H 1.58393 -3.28093 3.03847 0.003 -0.026 -0.045 0.12
H 2.69769 -2.53155 -0.32456 0.069 0.048 0.005 0.09
```
Forces are in eV/Å.

Its orbital gap is 8.34 eV. The value obtained for the energy above the lowest of the compared OMol25 structures with the same formula, charge and spin is 1.25 kcal/mol. As for the multiplicity: 1. As for the calculated total energy: -4564.290366 Ha. The calculation puts the lowest unoccupied orbital energy at -0.086 hartree. As for the net charge: +1. For the HOMO energy, the calculation gives -10.67 eV.


> Which of these has the lowest net charge?

C36H29CaN3O7P4Se2


> Which value of net charge does entry 2 give?

-2


> Look up the net charge of the first one.

+3